ORCA calculation (ωB97M-V/def2-TZVPD) on a structure of composition C9H8I2.

Output
- E_LUMO (eV) = -0.708
- spin multiplicity = 1
- orbital gap (eV) = 6.942

Last column: Mulliken charge in e.
Geometry (Å):
C 2.07 -1.09 -0.92  -0.74
C 2.34 -0.95 0.43  -0.51
C 0.95 -0.52 -1.43  -0.54
C 1.41 -0.43 1.27  -0.54
C 0.10 0.26 -0.68  0.47
C 0.33 0.23 0.75  1.04
C -1.29 0.76 -0.98  -0.97
C -0.62 0.96 1.57  -1.01
C -2.31 0.16 -0.06  -0.30
I -4.14 1.34 0.05  0.05
I -2.50 -1.88 0.04  0.16
H 2.72 -1.65 -1.47  0.51
H 3.33 -1.09 0.81  0.38
H 0.76 -0.60 -2.50  0.33
H 1.31 -0.51 2.36  0.32
H -1.60 1.81 -1.00  0.40
H -1.45 0.48 -2.08  0.28
H -0.79 0.72 2.56  0.40
H -0.62 1.99 1.28  0.27

ORCA calculation (ωB97M-V/def2-TZVPD) on the molecule C3H8S2.

Output
- E_LUMO (eV) = 0.929
- spin multiplicity = 1
- orbital gap (eV) = 9.658
- SMILES string = CCSSC

Last column: Mulliken charge in e.
Geometry (Å):
C 2.60 -0.80 -0.77  -1.09
C 1.52 0.27 -0.57  -0.45
S 0.33 -0.38 0.76  -0.12
S -1.28 0.73 0.50  -0.09
C -2.37 -0.13 -0.71  -0.78
H 2.13 -1.70 -1.15  0.32
H 3.18 -1.00 0.13  0.32
H 3.27 -0.41 -1.54  0.33
H 1.94 1.09 0.01  0.31
H 0.97 0.60 -1.44  0.40
H -2.86 0.67 -1.26  0.29
H -1.82 -0.71 -1.44  0.27
H -3.03 -0.83 -0.21  0.30

ORCA calculation (ωB97M-V/def2-TZVPD) on the ion C2H7BrN with charge +1.

Output
- E_LUMO (eV) = -3.967
- spin multiplicity = 1
- net charge = +1
- orbital gap (eV) = 11.535
- SMILES string = C[NH2+]CBr

Last column: Mulliken charge in e.
Geometry (Å):
C -1.36 0.34 0.03  -0.77
C 1.03 -0.80 0.03  -0.46
N 0.11 0.38 -0.04  -0.33
Br 2.77 0.03 -0.31  -0.03
H -1.61 -0.42 -0.67  0.33
H -1.75 0.06 1.00  0.35
H -1.89 1.24 -0.01  0.35
H 0.88 -1.29 1.03  0.39
H 0.83 -1.41 -0.82  0.41
H 0.54 1.01 0.66  0.39
H 0.45 0.86 -0.89  0.37